Model w:
{
  "formula": "C3H8NO",
  "method": "ωB97M-V/def2-TZVPD",
  "homo_energy_ev": -2.020,
  "charge": -1,
  "lumo_ev": 4.18,
  "symbols": ["O", "N", "C", "C", "C", "H", "H", "H", "H", "H", "H", "H", "H"],
  "positions_angstrom": [[-0.4851, 0.0382, 3.2181], [0.8759, -0.2284, -1.9208], [-0.5377, 0.5202, 1.9920], [1.4598, 0.3844, -0.9177], [-0.5005, -0.8819, -1.4809], [2.3579, 0.8091, -1.1410], [-0.9230, -0.2160, 1.1785], [0.4614, 0.7479, 1.4746], [-1.3826, 1.1904, 1.7436], [-0.4564, -1.8361, -1.9458], [-1.2391, -0.2439, -1.8739], [1.0236, 0.5963, 0.0455], [-0.6542, -0.8802, -0.3722]]
}

***

Model x:
{
  "formula": "C3H8NO",
  "method": "ωB97M-V/def2-TZVPD",
  "homo_energy_ev": -0.911,
  "charge": -1,
  "lumo_ev": 4.24,
  "symbols": ["O", "N", "C", "C", "C", "H", "H", "H", "H", "H", "H", "H", "H"],
  "positions_angstrom": [[1.8028, -1.7409, 0.2196], [-1.7458, 1.7444, -0.2978], [-0.1593, -0.3141, 0.6278], [1.0187, -0.7709, -0.1853], [-1.2367, 0.3895, -0.1968], [-1.3237, 2.2948, 0.5190], [1.3115, -0.3057, -1.2017], [0.9609, 0.2163, 0.5487], [-0.7379, 0.9257, -1.0130], [0.8338, 2.0914, -0.2233], [-1.9225, -0.2951, -0.5385], [-0.3587, -1.0059, 1.5681], [1.2986, 1.9679, -0.8055]]
}

***

Model y:
{
  "formula": "C3H8NO",
  "method": "ωB97M-V/def2-TZVPD",
  "homo_energy_ev": -2.504,
  "charge": -1,
  "lumo_ev": 4.60,
  "symbols": ["O", "N", "C", "C", "C", "H", "H", "H", "H", "H", "H", "H", "H"],
  "positions_angstrom": [[-1.2550, 0.0308, -0.6280], [1.4580, -2.8958, 0.0167], [0.9132, -2.0551, -0.7714], [-0.8119, 1.2791, -0.4482], [-0.3292, 1.5667, 0.9923], [-1.1599, 1.3726, 1.6815], [0.8427, -3.0300, 0.8154], [-1.5591, 2.0989, -0.6907], [1.4730, -1.6328, -1.6009], [0.0365, 1.6098, -1.1280], [0.0998, 2.5605, 1.1263], [-0.1081, -1.6954, -0.6224], [0.4002, 0.7907, 1.2575]]
}

***

Model z:
{
  "formula": "C3H8NO",
  "method": "ωB97M-V/def2-TZVPD",
  "homo_energy_ev": -2.732,
  "charge": -1,
  "lumo_ev": 4.49,
  "symbols": ["O", "N", "C", "C", "C", "H", "H", "H", "H", "H", "H", "H", "H"],
  "positions_angstrom": [[0.9375, 1.1306, 0.9413], [-0.4601, -0.6477, -0.1035], [-0.8280, -0.4922, -1.3953], [0.7191, 1.0392, 2.2999], [-0.3842, -0.8736, -2.6401], [0.6051, -0.0114, 2.6008], [-1.0927, -0.7346, -3.4411], [0.0595, -1.5181, 0.0014], [-0.1376, 1.6433, 2.6440], [-1.5421, 0.3485, -1.4542], [0.2567, -1.7601, -2.6521], [0.2939, 0.4173, 0.3433], [1.5729, 1.4589, 2.8555]]
}

***

Decreasing stability: model z, model y, model w, model x

***

Model w:
{
  "formula": "C3H8NO",
  "method": "ωB97M-V/def2-TZVPD",
  "homo_energy_ev": -2.263,
  "charge": -1,
  "lumo_ev": 4.26,
  "symbols": ["O", "N", "C", "C", "C", "H", "H", "H", "H", "H", "H", "H", "H"],
  "positions_angstrom": [[-1.2446, -1.4541, 0.0737], [0.7202, 0.5287, 0.2944], [1.0029, 1.1007, -0.8907], [-1.1034, -2.1894, 1.2459], [0.7224, 2.2616, -1.5601], [1.9283, 0.6498, -1.3268], [-0.6624, -0.6290, 0.0869], [0.0459, 3.0543, -1.2390], [-0.7496, -1.5362, 2.0596], [0.4050, 1.2216, 0.9743], [1.2737, 2.4971, -2.4661], [-0.2770, -2.9033, 1.1707], [-2.0614, -2.6020, 1.5771]]
}

***

Model x:
{
  "formula": "C3H8NO",
  "method": "ωB97M-V/def2-TZVPD",
  "homo_energy_ev": -2.249,
  "charge": -1,
  "lumo_ev": 4.33,
  "symbols": ["O", "N", "C", "C", "C", "H", "H", "H", "H", "H", "H", "H", "H"],
  "positions_angstrom": [[-1.6038, 0.3803, 0.4423], [2.0202, -0.7859, -0.1165], [1.3877, -1.9219, 0.0684], [1.0306, 0.2886, -0.3057], [-2.1984, 1.5738, -0.0225], [0.3258, 0.4474, 0.5484], [-2.2499, 2.4799, 0.6768], [1.9306, -2.7989, 0.5154], [1.5663, 1.1774, -0.3502], [0.4287, 0.1385, -1.2073], [-1.7124, 1.9319, -0.9232], [0.3376, -2.0903, -0.1123], [-3.2579, 1.5303, -0.3118]]
}

***

Model y:
{
  "formula": "C3H8NO",
  "method": "ωB97M-V/def2-TZVPD",
  "homo_energy_ev": -1.997,
  "charge": -1,
  "smiles": "NCCC[O-]",
  "lumo_ev": 4.24,
  "symbols": ["O", "N", "C", "C", "C", "H", "H", "H", "H", "H", "H", "H", "H"],
  "positions_angstrom": [[-2.6601, -0.3998, 1.0718], [1.7739, 0.1362, -1.2326], [0.9551, 0.3277, -0.0633], [-1.3434, -0.1187, 1.0662], [-0.5975, -0.1105, -0.2772], [1.2271, -0.0598, 0.8742], [-0.6880, -1.1694, -0.6067], [-0.8200, -0.7858, 1.7942], [-1.0070, 0.5035, -1.1085], [-1.1045, 0.9593, 1.6621], [1.1410, 0.0521, -2.0180], [0.8406, 1.4275, 0.1235], [2.2828, -0.7624, -1.2857]]
}

***

Model z:
{
  "formula": "C3H8NO",
  "method": "ωB97M-V/def2-TZVPD",
  "homo_energy_ev": -2.141,
  "charge": -1,
  "lumo_ev": 4.54,
  "symbols": ["O", "N", "C", "C", "C", "H", "H", "H", "H", "H", "H", "H", "H"],
  "positions_angstrom": [[0.0370, 1.6551, 2.0182], [0.1237, 0.4953, -1.5039], [-0.3212, 1.2700, 0.8584], [-0.5628, -0.3077, 0.6653], [0.4963, 0.4312, -0.1406], [-1.6424, -0.4490, 0.6086], [-0.2024, -0.9945, 1.4283], [1.3712, -2.1971, -0.8814], [-1.1026, 1.9059, 0.4169], [0.6936, -2.4900, -0.9605], [1.5524, 0.3014, 0.1022], [0.3720, 1.4101, -1.8819], [-0.8147, -1.0307, -0.7298]]
}

***

Decreasing stability: model w, model y, model x, model z

***

Model w:
{
  "formula": "C25H69CdN4O12",
  "method": "ωB97M-V/def2-TZVPD",
  "homo_energy_ev": -9.660,
  "charge": 1,
  "lumo_ev": -8.61,
  "symbols": ["Cd", "O", "O", "O", "O", "O", "O", "O", "O", "O", "O", "O", "O", "N", "N", "N", "N", "C", "C", "C", "C", "C", "C", "C", "C", "C", "C", "C", "C", "C", "C", "C", "C", "C", "C", "C", "C", "C", "C", "C", "C", "C", "H", "H", "H", "H", "H", "H", "H", "H", "H", "H", "H", "H", "H", "H", "H", "H", "H", "H", "H", "H", "H", "H", "H", "H", "H", "H", "H", "H", "H", "H", "H", "H", "H", "H", "H", "H", "H", "H", "H", "H", "H", "H", "H", "H", "H", "H", "H", "H", "H", "H", "H", "H", "H", "H", "H", "H", "H", "H", "H", "H", "H", "H", "H", "H", "H", "H", "H", "H", "H"],
  "positions_angstrom": [[12.8342, 12.1695, -14.0171], [9.8206, 13.8843, -14.2003], [8.3256, 13.5807, -10.2512], [15.8917, 15.3458, -3.1205], [8.2311, 14.5052, -6.0722], [12.3074, 11.0456, -10.1679], [11.2795, 2.7882, -4.2617], [14.2135, 1.7118, -2.0941], [14.9002, 14.2894, -12.4579], [12.1779, 16.2474, 1.1999], [18.5151, 9.8350, -6.6077], [13.9649, 9.3282, -2.6669], [5.2462, 8.9303, -3.6544], [11.4543, 1.8556, -1.6872], [14.7652, 16.2754, -0.6992], [17.6872, 9.7727, -3.3513], [7.0667, 11.8334, -5.3488], [13.1631, 15.1864, 1.0112], [7.4365, 14.2219, -4.8936], [6.3731, 13.0927, -5.1961], [4.9018, 8.4375, -2.3646], [17.5652, 9.0875, -5.8056], [18.1572, 8.8986, -4.3850], [16.4595, 16.4716, -2.5023], [5.8217, 10.2619, -3.6715], [10.6324, 1.2035, -2.7027], [12.2913, 0.9322, -1.0063], [12.6014, 10.5385, -8.8861], [14.5620, 15.8000, 0.6380], [13.5454, 0.4921, -1.7995], [12.8202, 8.6001, -3.0099], [16.2613, 15.2648, -4.4984], [9.3759, 15.2088, -5.7187], [11.0348, 3.9391, -5.1522], [15.5679, 1.6205, -2.2876], [16.2609, 10.1672, -3.2452], [15.1826, 8.9208, -3.3617], [10.9429, 15.7511, 1.7076], [10.1973, 2.1681, -3.7889], [6.2103, 10.6086, -5.1704], [17.9192, 10.1875, -7.8459], [16.2515, 16.2668, -1.0216], [11.0195, 15.3915, 2.7337], [11.7663, 10.0964, -8.3427], [8.1259, 13.7404, -4.2000], [15.3945, 14.8450, -5.0090], [12.0505, 8.8474, -2.2788], [18.1644, 10.6628, -3.3442], [16.3977, 16.2180, -5.0092], [14.8366, 14.7396, -11.6155], [16.0056, 10.8609, -4.0462], [5.8827, 13.2119, -6.1622], [9.1112, 13.0669, -10.4384], [17.7863, 9.3393, -8.5174], [15.9696, 2.6102, -2.0703], [9.3644, 14.0395, -13.3732], [15.0504, 8.6076, -4.3974], [10.1589, 16.5040, 1.7888], [5.5946, 10.3354, -6.0273], [13.1206, 11.2481, -8.2419], [10.4041, 14.9740, 1.1654], [16.9097, 10.5740, -7.7060], [9.4898, 2.9287, -3.4585], [15.7296, 14.5905, -12.8289], [6.7782, 10.1435, -3.1624], [13.0367, 7.5380, -2.8950], [9.8007, 0.7891, -2.1330], [16.0809, 17.4383, -2.8342], [13.3462, 14.5899, 1.9050], [10.1555, 14.4649, -5.5551], [11.9934, 4.1086, -5.6426], [5.6292, 12.9834, -4.4070], [13.1902, -0.2285, -2.5362], [13.1750, 9.6129, -8.9327], [17.5244, 16.4766, -2.7347], [10.5431, 4.6941, -4.5387], [10.4856, 3.5041, -5.9872], [9.2190, 14.2082, -14.8706], [16.0680, 10.7555, -2.3481], [8.6530, 14.3740, -9.8275], [12.5112, 8.8578, -4.0229], [9.4833, 15.7733, -6.6450], [17.5158, 8.1062, -6.2774], [4.0983, 9.0048, -1.8948], [14.2101, 15.7639, -1.3702], [9.8715, 1.5167, -4.5998], [4.5207, 7.4331, -2.5490], [12.1882, 2.3598, -2.1639], [18.0622, 7.8741, -4.0251], [12.7233, 1.3850, -0.1139], [11.2101, 0.3813, -3.1252], [16.6555, 17.0345, -0.3618], [5.3149, 10.9957, -3.0448], [15.9831, 1.0649, -1.4467], [18.3878, 10.9319, -8.4896], [7.0352, 15.1609, -4.5125], [14.7264, 16.6578, 1.2900], [15.3718, 15.0945, 0.8240], [19.2317, 9.0471, -4.4925], [11.6910, 0.0879, -0.6673], [6.9964, 9.9546, -5.5477], [9.5056, 15.9695, -4.9489], [12.8003, 14.4153, 0.3316], [15.8226, 1.2386, -3.2763], [7.5532, 11.8363, -6.2339], [16.6508, 15.3161, -0.6683], [5.7793, 8.4639, -1.7185], [14.1786, -0.1078, -1.1458], [15.4636, 7.9915, -2.8663], [17.2085, 14.7659, -4.7035], [16.5600, 9.4965, -5.7029]]
}

***

Model x:
{
  "formula": "C25H69CdN4O12",
  "method": "ωB97M-V/def2-TZVPD",
  "homo_energy_ev": -9.848,
  "charge": 1,
  "lumo_ev": -8.57,
  "symbols": ["Cd", "O", "O", "O", "O", "O", "O", "O", "O", "O", "O", "O", "O", "N", "N", "N", "N", "C", "C", "C", "C", "C", "C", "C", "C", "C", "C", "C", "C", "C", "C", "C", "C", "C", "C", "C", "C", "C", "C", "C", "C", "C", "H", "H", "H", "H", "H", "H", "H", "H", "H", "H", "H", "H", "H", "H", "H", "H", "H", "H", "H", "H", "H", "H", "H", "H", "H", "H", "H", "H", "H", "H", "H", "H", "H", "H", "H", "H", "H", "H", "H", "H", "H", "H", "H", "H", "H", "H", "H", "H", "H", "H", "H", "H", "H", "H", "H", "H", "H", "H", "H", "H", "H", "H", "H", "H", "H", "H", "H", "H", "H"],
  "positions_angstrom": [[4.0771, -7.9119, -12.8354], [2.3241, -17.3466, -11.1969], [0.2771, -5.6445, -15.4201], [-3.1768, -7.8370, -19.1582], [2.0780, -9.2548, -3.0420], [0.5099, -7.8937, -11.3474], [6.4986, -21.7718, -12.0714], [-6.3228, -4.7819, -11.8049], [-7.9682, -8.9926, -16.4721], [-0.6697, -4.5735, -1.5392], [4.4052, -11.2156, -11.6832], [-3.6640, -5.4084, -24.4985], [5.2241, -7.3202, -9.4514], [-6.9893, -6.3707, -15.1949], [5.0283, -18.7319, -11.6527], [0.3074, -6.9977, -3.1289], [-2.8737, -6.1638, -21.8428], [7.1840, -22.6000, -13.0086], [-6.7163, -5.5897, -10.7155], [-2.8197, -8.9595, -18.4492], [-2.2898, -6.8064, -23.0143], [6.2793, -19.4240, -11.2566], [2.6385, -18.4920, -12.0348], [0.0020, -8.3690, -3.6206], [-0.7076, -8.1770, -10.7362], [-0.5631, -4.7203, -2.9121], [-3.9918, -6.9333, -21.2992], [-8.8229, -7.9153, -16.0195], [-8.5551, -9.6629, -17.6194], [-2.5451, -4.6228, -25.0259], [-6.3340, -5.8662, -13.9591], [1.5463, -16.3523, -11.8541], [-3.2768, -6.6889, -24.2115], [-7.2552, -5.0398, -12.9703], [-3.6251, -8.2059, -20.4292], [-0.7945, -6.1106, -3.4402], [3.7494, -19.4077, -11.4507], [6.9107, -20.4280, -12.1938], [2.8751, -10.0359, -2.1137], [0.7117, -9.3818, -2.7257], [-1.9408, -4.7702, -0.9038], [-8.2979, -7.0706, -14.9022], [-7.2921, -4.1057, -13.5308], [-8.9705, -6.2429, -14.6777], [7.0297, -18.6457, -11.1179], [0.4785, -9.3260, -1.6624], [-1.5299, -7.4897, -10.9350], [-2.2748, -9.6621, -19.0796], [-0.9471, -9.1069, -11.2520], [0.6143, -16.7019, -12.2983], [-1.0511, -8.5896, -3.7951], [-8.9291, -9.0772, -18.4592], [-1.3587, -6.2585, -23.1590], [3.7023, -10.4947, -2.6553], [-7.8926, -10.4903, -17.8738], [-1.2357, -4.0259, -3.4156], [-4.5997, -7.3002, -22.1262], [4.9502, -17.7950, -11.2836], [-6.0498, -5.5019, -9.8575], [6.0326, -7.3005, -8.9393], [0.4671, -8.5153, -4.5954], [0.2901, -5.8246, -14.4801], [3.7584, -11.3878, -10.9989], [-6.8020, -6.6672, -10.8565], [0.4386, -4.4075, -3.2066], [6.1778, -19.8372, -10.2531], [1.7896, -19.1527, -12.2111], [0.4299, -10.4007, -2.9912], [1.9930, -15.8368, -12.7043], [-2.2782, -5.7529, -1.2332], [-9.0188, -7.2465, -16.8576], [-2.7344, -4.3578, -26.0661], [3.6856, -20.4215, -11.8459], [-0.9589, -6.1524, -4.5169], [4.5303, -7.1644, -8.8106], [-4.7064, -6.3464, -20.7221], [-7.7846, -5.5212, -10.5105], [-2.2404, -8.6536, -17.5780], [-2.0613, -7.8705, -22.9541], [-6.2895, -6.9472, -15.6398], [8.2714, -22.6567, -12.9596], [-8.2354, -7.6662, -13.9915], [-9.8588, -8.1981, -15.8321], [-3.7739, -9.4306, -18.2132], [1.3233, -15.6258, -11.0727], [0.5559, -6.8574, -2.1601], [-1.5335, -4.9460, -24.7804], [-4.4341, -8.9362, -20.4190], [-5.8883, -6.7565, -13.5154], [3.6285, -19.6240, -10.3893], [-1.7418, -4.7014, 0.1656], [-1.7299, -6.4675, -3.0093], [-2.6473, -3.6348, -24.5768], [-2.9172, -7.2430, -25.0786], [-9.4202, -10.2416, -17.2954], [-3.3931, -5.3966, -22.2448], [-0.4889, -6.1180, -15.7445], [4.9925, -11.9709, -11.6539], [6.7674, -22.2721, -13.9610], [7.9993, -20.4537, -12.1447], [-5.5046, -5.2169, -14.2393], [2.9941, -18.1278, -12.9986], [6.9199, -23.6461, -12.8533], [3.1436, -9.4618, -1.2269], [-0.5597, -8.2324, -9.6577], [-8.2886, -5.3475, -12.8111], [2.4756, -11.0220, -1.8768], [6.7197, -19.9757, -13.1670], [-2.6891, -4.0211, -1.1627], [-2.8083, -8.6880, -20.9664], [-4.1835, -7.2655, -24.0287]]
}

***

Decreasing stability: model x, model w